ORCA calculation (ωB97M-V/def2-TZVPD) on C18H52N16O28S5 as an isolated structure.

Values from the calculation:
strongest force on any atom: 2.7 eV/Å
calculated total energy: -154860.149 eV
charge: 0
LUMO level: -0.984 eV

```
119
C18H52N16O28S5, DFT ωB97M-V/def2-TZVPD
C -1.5661 -3.1800 -3.6853
O -2.4325 -4.0145 -3.9465
N -0.7296 -2.6912 -4.6508
N -1.2685 -2.8067 -2.4238
H -1.1295 -2.8441 -5.5627
H -0.3271 -1.7853 -4.4723
H -1.9407 -2.9354 -1.6928
H -0.4845 -2.2104 -2.2130
C 4.7761 2.9142 2.3955
O 4.5199 2.0309 3.2072
N 4.4204 4.2172 2.4825
N 5.3842 2.5796 1.2248
H 3.9582 4.5186 3.3213
H 4.4952 4.7721 1.6524
H 5.7474 3.2173 0.5397
H 5.4412 1.6022 0.9858
C 2.2230 -3.7915 -1.9227
O 2.7397 -4.4038 -0.9872
N 2.3005 -2.4311 -2.0641
N 1.6569 -4.4061 -2.9834
H 1.8239 -1.9728 -2.8208
H 2.8601 -1.9674 -1.3739
H 1.2187 -3.8202 -3.6733
H 1.5445 -5.4019 -2.9346
C -5.7981 -1.7633 -0.7205
O -6.5432 -2.6390 -1.1413
N -6.1784 -0.6760 -0.0077
N -4.5037 -1.6983 -1.1572
H -7.0543 -0.6052 0.4728
H -5.4554 -0.0040 0.2016
H -3.7852 -1.0215 -0.9696
H -4.2646 -2.5601 -1.6219
C 1.2520 0.6703 -3.8443
O 0.9243 -0.5137 -3.7571
N 1.5797 1.4813 -2.7892
N 1.3197 1.3206 -5.0236
H 1.8846 2.4145 -2.9706
H 1.4337 1.1224 -1.8601
H 1.8432 2.1653 -5.1217
H 0.8655 0.8330 -5.7828
C 1.2563 -3.4078 2.9111
O 1.9824 -3.3372 3.9080
N 1.5222 -2.7957 1.7056
N 0.0869 -4.0498 2.9131
H 0.8311 -2.8886 0.9891
H 2.3931 -2.2953 1.5985
H -0.2094 -4.4163 3.8015
H -0.5688 -4.0081 2.1580
C -3.6424 -2.7657 3.4603
O -2.9780 -3.7975 3.6302
N -3.4828 -1.9089 2.4226
N -4.5787 -2.3806 4.3483
H -2.8403 -2.1389 1.6856
H -4.0402 -1.0760 2.3930
H -4.5645 -2.9276 5.1924
H -5.3774 -1.8788 4.0064
C -3.3659 1.9450 1.3339
O -3.8827 1.2484 0.4580
N -3.5255 3.3042 1.2805
N -2.4913 1.5760 2.2968
H -3.0811 3.9360 1.9183
H -4.1975 3.6727 0.6311
H -2.1369 2.3253 2.8570
H -2.1271 0.6378 2.3121
C 0.0744 -1.1819 6.4863
C -0.6081 -1.1966 5.1121
O -1.5272 -0.0630 5.1521
S -0.7254 1.1145 5.9744
O -1.5690 2.1040 6.5438
O 0.3726 1.5287 5.1312
O -0.1409 0.1046 7.0610
H 1.1580 -1.2745 6.3880
H -0.2137 -1.9373 7.2150
H -1.1840 -2.1162 5.0548
H 0.1059 -1.0075 4.3171
C 7.0450 -2.9996 -0.9925
C 7.4079 -3.1299 0.4506
O 6.6996 -2.0734 1.0740
S 5.3124 -1.7408 0.2924
O 5.3565 -0.3406 -0.1371
O 4.1854 -2.1733 1.0545
O 5.6690 -2.6892 -1.0044
H 7.3480 -3.8828 -1.5519
H 7.6599 -2.1834 -1.3829
H 8.4826 -3.0061 0.5933
H 7.1727 -4.0533 0.9849
C -0.5344 5.5180 -2.0491
C -1.2372 5.3415 -0.6965
O -2.5560 4.9705 -1.0900
S -3.0286 5.9761 -2.2215
O -3.3611 7.2477 -1.6467
O -3.9897 5.3252 -3.0709
O -1.5483 5.9792 -2.9160
H -0.1024 4.5922 -2.4453
H 0.3397 6.1711 -2.0994
H -1.2961 6.1821 -0.0050
H -0.8217 4.5017 -0.1400
C -2.6637 0.9736 -3.1027
C -2.5406 2.3028 -3.8659
O -1.7605 1.9434 -4.9745
S -2.3270 0.5124 -5.5490
O -1.2592 -0.3423 -6.0026
O -3.4446 0.6817 -6.4359
O -2.8350 -0.0151 -4.1072
H -3.5428 0.9877 -2.4569
H -1.8241 0.7161 -2.4530
H -2.2115 3.1122 -3.2200
H -3.5677 2.5482 -4.1533
C 2.4031 0.8360 0.6361
C 1.5550 2.1392 0.8902
O 0.2742 1.7402 0.4405
S 0.0257 0.1528 0.6283
O -0.9736 -0.3931 -0.2538
O -0.1025 -0.2573 1.9814
O 1.5467 -0.0912 0.0170
H 2.7648 0.4330 1.5891
H 3.3780 0.9053 0.1547
H 1.9273 2.9763 0.3071
H 1.4995 2.2420 1.9738
```



ORCA calculation (ωB97M-V/def2-TZVPD) on a 7-piece molecular cluster, C18H52N2O7 overall.

Values from the calculation:
SMILES string: COC[C@H](C)N.COC[C@H](C)N.CCO.CCO.CCO.CCO.CCO
strongest force on any atom: 3.1 eV/Å
calculated total energy: -36816.370 eV
charge: 0
LUMO level: 0.380 eV

```
79
C18H52N2O7, DFT ωB97M-V/def2-TZVPD
C 3.0187 -6.1249 -4.9204
O 1.7883 -5.4670 -4.7222
C 1.7740 -4.3344 -3.8259
C 0.4268 -3.5712 -3.9992
C 0.3242 -2.9444 -5.4147
N 0.1083 -2.4966 -3.1090
H 2.8594 -7.1039 -5.3721
H 3.4883 -6.1787 -3.9381
H 3.6921 -5.5347 -5.5420
H 1.8840 -4.6563 -2.7903
H 2.4628 -3.6048 -4.2516
H -0.4262 -4.2466 -3.9332
H 0.3122 -3.7475 -6.1515
H 1.0626 -2.1526 -5.5405
H -0.5961 -2.4124 -5.6560
H 0.0420 -2.8779 -2.1761
H -0.8539 -2.2233 -3.2487
C -5.6346 -0.7399 5.2492
O -4.9511 0.4695 5.4778
C -3.7812 0.4908 6.3500
C -2.8863 1.7543 5.9982
C -3.6160 3.1846 6.1802
N -2.5868 1.7287 4.6014
H -6.6609 -0.6459 4.8944
H -5.6714 -1.3939 6.1205
H -5.2699 -1.3747 4.4416
H -4.1350 0.5941 7.3758
H -3.2058 -0.4348 6.3324
H -1.9018 1.7685 6.4659
H -4.6172 3.0863 5.7606
H -3.2411 3.9727 5.5271
H -3.7288 3.4491 7.2316
H -1.9187 1.0101 4.3621
H -3.4722 1.3226 4.3345
C 0.0112 4.8411 -2.1209
C -1.0582 5.9094 -1.9481
O -1.6918 6.1653 -3.2202
H 0.6762 4.9283 -1.2617
H 0.5747 4.9001 -3.0521
H -0.3342 3.8077 -2.0896
H -0.5863 6.7614 -1.4586
H -1.7929 5.5489 -1.2281
H -2.5798 6.3825 -2.9270
C 4.0367 -1.1795 -0.6944
C 4.8088 0.1769 -0.4334
O 5.3935 0.1944 0.9001
H 3.4001 -1.2055 -1.5788
H 3.3530 -1.3700 0.1329
H 4.7563 -1.9982 -0.6991
H 4.0116 0.9012 -0.6007
H 5.4523 0.4692 -1.2632
H 5.3996 1.1286 1.1210
C 1.6948 1.1887 -3.9062
C 2.5390 2.4361 -4.1694
O 3.8019 2.2746 -3.5859
H 2.1974 0.2584 -3.6417
H 1.1271 1.0241 -4.8220
H 0.9765 1.3852 -3.1102
H 2.1099 3.2556 -3.5928
H 2.6805 2.7676 -5.1981
H 4.3607 3.0003 -3.8733
C -2.0479 -2.6892 3.7852
C -0.7642 -1.9657 3.4576
O -0.7830 -0.7607 4.0812
H -2.4158 -3.3589 3.0078
H -2.8397 -1.9403 3.7677
H -1.9485 -3.1693 4.7587
H -0.4544 -1.8761 2.4164
H 0.1507 -2.4656 3.7756
H -0.0563 -0.7140 4.7068
C -0.1098 -0.0138 -0.2071
C 0.6259 1.1907 0.2958
O -0.2576 1.9357 1.1098
H 0.5711 -0.6377 -0.7862
H -0.8603 0.2482 -0.9529
H -0.5599 -0.6374 0.5653
H 1.0515 1.7296 -0.5506
H 1.4580 1.0183 0.9785
H -0.1673 1.5886 2.0003
```



ORCA calculation (ωB97M-V/def2-TZVPD) on a 8-piece molecular cluster, C18H52O14 overall.

Values from the calculation:
SMILES string: CC(C)O.CC(C)O.OCCO.OCCO.OCCO.OCCO.OCCO.OCCO
strongest force on any atom: 2.5 eV/Å
calculated total energy: -48169.225 eV
charge: 0
LUMO level: 0.133 eV

```
84
C18H52O14, DFT ωB97M-V/def2-TZVPD
C -3.1709 0.3329 -3.2953
C -2.2173 0.3364 -2.0983
C -2.8527 -0.2817 -0.8821
O -0.9791 -0.2798 -2.4678
H -4.1982 0.6253 -3.0780
H -3.2757 -0.6971 -3.6363
H -2.7410 0.9764 -4.0629
H -1.9654 1.3691 -1.8571
H -3.0401 -1.3381 -1.0746
H -3.6572 0.3033 -0.4364
H -2.0858 -0.3622 -0.1118
H -0.2351 0.0044 -1.9319
C 1.5956 -1.6750 -6.3460
C 1.0365 -1.4989 -4.9765
C 2.0957 -1.1643 -3.9229
O 0.0528 -0.5443 -5.0457
H 2.2116 -2.5385 -6.5969
H 2.2459 -0.8612 -6.6668
H 0.8086 -1.7526 -7.0962
H 0.4584 -2.3771 -4.6892
H 2.7551 -0.3492 -4.2207
H 2.6517 -2.0278 -3.5578
H 1.7188 -0.8009 -2.9668
H -0.3517 -0.4120 -4.1851
O 1.3719 -1.2822 4.1136
C 2.0637 -1.3469 5.3475
C 3.5223 -1.0246 5.2451
O 4.3060 -2.2023 4.8492
H 1.5677 -2.0684 3.5986
H 1.5648 -0.8144 6.1572
H 1.8004 -2.3791 5.5786
H 3.7033 -0.8114 6.2986
H 3.6768 -0.1556 4.6055
H 5.1524 -2.0355 5.2704
O 1.3946 0.1592 2.0572
C 0.2266 0.8608 1.5476
C 0.6351 1.5755 0.1957
O 1.0208 0.5240 -0.7017
H 1.0949 -0.4022 2.7759
H -0.5506 0.1328 1.3153
H -0.0837 1.5852 2.3006
H 1.4677 2.2479 0.4022
H -0.0864 2.2449 -0.2729
H 1.7323 -0.0043 -0.3326
O 0.6533 -4.7396 -1.9904
C -0.0422 -3.5765 -1.5374
C 0.4677 -3.0396 -0.2167
O 1.8745 -2.9507 -0.2041
H 1.5361 -4.3627 -2.0046
H 0.0945 -2.8586 -2.3462
H -1.1163 -3.7326 -1.4373
H 0.0755 -3.7762 0.4845
H 0.0813 -2.0264 -0.1059
H 2.0193 -2.4345 0.5923
O -4.1497 -0.1917 3.0196
C -4.0810 0.7238 4.0563
C -3.8921 2.1610 3.4999
O -2.6215 2.1134 2.9126
H -4.2575 -1.1111 3.2742
H -4.9467 0.6051 4.7078
H -3.2026 0.5482 4.6773
H -3.9904 3.0435 4.1321
H -4.5783 2.3424 2.6726
H -2.6634 1.2464 2.5026
O 3.5545 -0.4328 0.3639
C 4.8705 -0.2711 -0.0426
C 5.0911 -0.9700 -1.4321
O 5.0540 -2.3650 -1.2887
H 3.4431 0.1818 1.0929
H 5.1693 0.7729 -0.1368
H 5.4858 -0.6846 0.7565
H 5.9964 -0.6151 -1.9247
H 4.2162 -0.6827 -2.0153
H 4.2522 -2.3676 -0.7608
O -2.2354 3.9463 0.4502
C -3.4390 4.3649 -0.2527
C -4.0385 5.6675 0.2601
O -4.8608 5.5015 1.4028
H -2.2639 3.9161 1.4093
H -3.1761 4.3167 -1.3094
H -4.2701 3.6598 -0.2599
H -4.7776 5.9939 -0.4716
H -3.3266 6.4793 0.1108
H -4.4465 5.8144 2.2103
```



ORCA calculation (ωB97M-V/def2-TZVPD) on a 8-piece molecular cluster, C18H52O8 overall.

Values from the calculation:
SMILES string: CC(C)O.CC(C)O.CC(C)O.CC(C)O.CC(C)O.CC(C)O.O.O
strongest force on any atom: 3.2 eV/Å
calculated total energy: -35886.791 eV
charge: 0
LUMO level: -0.073 eV

```
78
C18H52O8, DFT ωB97M-V/def2-TZVPD
C 3.3559 4.8867 -1.9182
C 3.9659 3.4679 -2.0570
C 2.8918 2.2880 -1.9309
O 4.5379 3.3997 -3.3251
H 3.0386 5.1064 -0.8988
H 2.4598 4.9729 -2.5328
H 4.0486 5.6442 -2.2851
H 4.6694 3.2766 -1.2467
H 2.4237 2.3420 -0.9480
H 3.2802 1.2749 -2.0352
H 2.1797 2.3287 -2.7551
H 5.1718 4.1021 -3.4875
C -2.8142 -1.0339 -4.1441
C -3.3815 0.0885 -4.9972
C -2.5025 1.2999 -5.0697
O -3.5915 -0.3377 -6.3326
H -2.0580 -0.6675 -3.4499
H -2.3181 -1.7580 -4.7903
H -3.6320 -1.4699 -3.5703
H -4.3351 0.4175 -4.5844
H -2.2219 1.7963 -4.1408
H -3.0422 2.0566 -5.6391
H -1.5497 1.0496 -5.5362
H -3.8949 0.4007 -6.8657
C -0.6455 -3.8984 1.4096
C -1.1418 -5.2118 0.7999
C -1.5593 -5.3194 -0.6808
O -0.1261 -6.1473 0.9573
H -0.5330 -3.8305 2.4917
H -1.3896 -3.1293 1.2025
H 0.1811 -3.4492 0.8591
H -2.0050 -5.5409 1.3784
H -1.8548 -6.3546 -0.8518
H -0.7253 -5.1519 -1.3623
H -2.3186 -4.5844 -0.9477
H 0.6309 -5.9152 0.4146
C 5.0567 -1.8641 2.0817
C 3.8668 -1.5787 1.2899
C 3.9068 -0.6880 0.0091
O 3.2202 -2.7610 1.0471
H 5.9078 -2.2568 1.5254
H 4.8554 -2.6267 2.8341
H 5.5199 -1.0363 2.6186
H 3.1604 -1.0396 1.9211
H 4.8267 -0.7859 -0.5673
H 3.9194 0.3768 0.2418
H 3.0007 -0.8139 -0.5836
H 3.7831 -3.4523 1.4032
C 0.1528 0.3878 0.7912
C -0.9024 0.9157 -0.2198
C -2.3989 0.8702 0.2917
O -0.4437 2.1656 -0.5859
H 0.0566 0.8497 1.7738
H 1.1691 0.5687 0.4410
H -0.0112 -0.6891 0.7540
H -0.8427 0.2721 -1.0974
H -2.6138 1.8543 0.7082
H -2.6141 0.2098 1.1317
H -3.1841 0.6873 -0.4419
H 0.1536 2.3829 0.1335
C -3.5083 0.0506 4.1107
C -2.4449 -0.9002 4.6141
C -1.4872 -0.1919 5.5250
O -3.0801 -1.8552 5.3649
H -3.8310 0.7789 4.8547
H -4.2661 -0.5221 3.5762
H -3.1356 0.7964 3.4086
H -2.0453 -1.4205 3.7436
H -0.6641 -0.8590 5.7812
H -1.9993 0.2524 6.3785
H -1.0303 0.6517 5.0077
H -3.8506 -1.4477 5.7672
O -1.3240 4.7248 -1.0753
H -0.8490 5.0566 -0.3133
H -1.2932 3.7727 -0.9814
O -0.0019 4.1783 1.4868
H 0.7567 4.5048 1.9706
H -0.6857 4.0812 2.1495
```



Quick rundown of relative energy (zero: lowest compared OMol25 entry of this formula, charge and spin), same order as above: 1.208, 3.123, 2.325, 3.179 eV